Record 1
2 unconnected molecules or ions with the total composition CH3ClFP. Source: the Open Molecules 2025 dataset; level of theory: ωB97M-V/def2-TZVPD.

Element x y z (Å)
C (-0.615, 0.560, -0.125)
F (1.608, 0.421, 1.173)
P (0.217, -0.402, 1.183)
Cl (1.180, -2.816, -1.059)
H (0.087, 1.238, -0.608)
H (-1.446, 1.125, 0.300)
H (-1.031, -0.126, -0.863)

Computed properties:
ΔE to the lowest compared entry with this formula, charge and spin = 3.098 eV
2S+1 = 1
E_HOMO (alpha / beta) = -10.2 / -9.0 eV

=====

Record 2
2 unconnected molecules or ions with the total composition CH3ClN2. Source: the Open Molecules 2025 dataset; level of theory: ωB97M-V/def2-TZVPD.

Element x y z (Å)
C (-1.565, -0.231, 0.302)
N (-0.660, 0.239, -0.403)
N (2.342, 0.621, 0.617)
Cl (-3.212, 0.065, 0.234)
H (-1.294, -1.214, 0.740)
H (-0.856, 1.127, -0.828)
H (1.813, 0.870, -0.339)

Computed properties:
ΔE to the lowest compared entry with this formula, charge and spin = 5.958 eV
2S+1 = 1
E_HOMO (alpha / beta) = -10.7 / -10.6 eV

=====

Record 3
3 unconnected molecules or ions with the total composition CH3ClN2. Source: the Open Molecules 2025 dataset; level of theory: ωB97M-V/def2-TZVPD.

Element x y z (Å)
C (0.745, 0.148, -0.428)
N (-1.640, -0.473, 0.551)
N (-1.954, -1.010, 1.451)
Cl (0.976, 0.423, 1.464)
H (1.692, -0.185, -0.858)
H (0.658, 1.220, -0.885)
H (-0.478, -0.122, -1.296)

Computed properties:
ΔE to the lowest compared entry with this formula, charge and spin = 2.916 eV
2S+1 = 1
E_HOMO = -10.6 eV

=====

Record 4
A molecular structure, CH3ClN2O2. Source: the Open Molecules 2025 dataset; level of theory: ωB97M-V/def2-TZVPD.

Element x y z (Å)
C (-0.434, -0.550, -0.112)
N (0.090, 0.594, -2.424)
N (-1.052, 0.079, -2.559)
O (-1.294, -0.944, -1.618)
O (-1.901, 0.430, -3.408)
Cl (0.336, 2.165, -2.943)
H (-0.966, -1.287, 0.391)
H (0.645, -0.691, -0.356)
H (-0.648, 0.493, 0.193)

Computed properties:
ΔE to the lowest compared entry with this formula, charge and spin = 4.205 eV
2S+1 = 1
E_HOMO (alpha / beta) = -9.8 / -9.8 eV

=====

Record 5
A molecular structure, CH3ClN2S. Source: the Open Molecules 2025 dataset; level of theory: ωB97M-V/def2-TZVPD.

Element x y z (Å)
C (-1.334, -0.113, 0.142)
N (1.483, -0.100, 0.026)
N (0.443, 0.587, 0.610)
S (-2.380, 0.996, -0.125)
Cl (-1.354, -1.795, 0.066)
H (1.275, -1.083, 0.117)
H (1.444, 0.052, -0.958)
H (0.423, 1.456, 0.124)

Computed properties:
ΔE to the lowest compared entry with this formula, charge and spin = 3.051 eV
2S+1 = 1
E_HOMO = -8.2 eV

=====

Record 6
2 unconnected molecules or ions with the total composition CH3ClN2S. Source: the Open Molecules 2025 dataset; level of theory: ωB97M-V/def2-TZVPD.

Element x y z (Å)
C (1.517, 0.047, 0.002)
N (-1.394, -0.094, -0.288)
N (-0.974, 0.884, 0.486)
S (1.203, -1.425, -0.512)
Cl (2.915, 0.881, 0.316)
H (-1.424, 0.190, -1.267)
H (-0.976, -1.033, -0.180)
H (-0.867, 0.550, 1.444)

Computed properties:
ΔE to the lowest compared entry with this formula, charge and spin = 3.980 eV
2S+1 = 1
E_HOMO (alpha / beta) = -8.2 / -7.8 eV

=====

Record 7
A molecular structure, CH3ClN3O. Source: the Open Molecules 2025 dataset; level of theory: ωB97M-V/def2-TZVPD.

Element x y z (Å)
C (-0.225, -0.591, 0.022)
N (0.819, 2.430, 0.178)
N (0.280, 0.348, 0.629)
N (0.308, 1.591, 0.863)
O (0.443, -2.178, 0.490)
Cl (-0.422, 1.900, 2.533)
H (-1.016, -0.755, -0.686)
H (0.914, 3.394, 0.483)
H (0.104, -2.803, -0.160)

Computed properties:
Net charge = +1
ΔE to the lowest compared entry with this formula, charge and spin = 2.338 eV
2S+1 = 1
E_HOMO = -16.0 eV

=====

Record 8
A molecular structure, CH3ClNO2S. Source: the Open Molecules 2025 dataset; level of theory: ωB97M-V/def2-TZVPD.

Element x y z (Å)
C (0.023, -0.048, 0.288)
N (2.688, -0.077, -0.625)
O (2.085, 2.280, -0.608)
O (0.757, 0.881, 1.062)
S (2.390, 1.174, 0.290)
Cl (3.459, -1.380, 0.036)
H (0.002, -1.049, 0.900)
H (-0.950, 0.128, -0.060)
H (0.807, -0.197, -0.549)

Computed properties:
Net charge = -1
ΔE to the lowest compared entry with this formula, charge and spin = 2.891 eV
2S+1 = 1
E_HOMO = -4.0 eV

=====

Record 9
CH3ClO3S in the gas phase. Source: the Open Molecules 2025 dataset; level of theory: ωB97M-V/def2-TZVPD.

Element x y z (Å)
C (-0.331, -0.124, 0.375)
O (-3.685, 1.478, 0.444)
O (-0.079, 0.096, -1.046)
O (-1.405, 0.649, 0.710)
S (-2.661, 0.815, -0.325)
Cl (-3.201, -1.151, -0.255)
H (-0.266, -0.654, -1.561)
H (-0.512, -1.210, 0.326)
H (0.480, 0.376, 0.868)

Computed properties:
ΔE to the lowest compared entry with this formula, charge and spin = 0.226 eV
2S+1 = 1
E_HOMO = -10.6 eV

=====

Record 10
CH3F in the gas phase. Source: the Open Molecules 2025 dataset; level of theory: ωB97M-V/def2-TZVPD.

Element x y z (Å)
C (0.058, 0.084, 0.087)
F (-0.929, -0.998, -0.209)
H (0.332, 0.478, -1.015)
H (-0.461, 0.801, 0.709)
H (1.000, -0.364, 0.429)

Computed properties:
ΔE to the lowest compared entry with this formula, charge and spin = 0.358 eV
2S+1 = 1
E_HOMO = -12.1 eV

=====

Record 11
A molecular structure, CH3F2N. Source: the Open Molecules 2025 dataset; level of theory: ωB97M-V/def2-TZVPD.

Element x y z (Å)
C (0.251, 0.773, 0.410)
N (-0.534, -0.141, -0.158)
F (1.248, 0.348, 1.830)
F (-0.506, 1.718, 0.886)
H (1.136, 1.011, -0.183)
H (-1.425, -0.571, 0.236)
H (-0.045, -0.728, -0.845)

Computed properties:
ΔE to the lowest compared entry with this formula, charge and spin = 0.928 eV
2S+1 = 1
E_HOMO = -11.1 eV

=====

Record 12
2 unconnected molecules or ions with the total composition CH3F2N3. Source: the Open Molecules 2025 dataset; level of theory: ωB97M-V/def2-TZVPD.

Element x y z (Å)
C (1.169, -0.272, 0.135)
N (2.375, -0.364, 0.001)
N (0.056, -0.903, 0.295)
N (0.133, 2.103, 0.053)
F (3.233, 0.689, 0.010)
F (-1.137, 1.484, 0.137)
H (-0.074, -1.853, -0.012)
H (-0.865, -0.522, 0.127)
H (0.061, 2.295, -0.912)

Computed properties:
ΔE to the lowest compared entry with this formula, charge and spin = 4.881 eV
2S+1 = 1
E_HOMO (alpha / beta) = -8.5 / -10.2 eV

=====

Q: Among the records above, which one has the lowest ΔE to the lowest compared entry with this formula, charge and spin?
A: CH3ClO3S

=====

Q: The lowest ΔE to the lowest compared entry with this formula, charge and spin belongs to which entry?
A: CH3ClO3S